Entry 1:
C44H37BiP2 as an isolated structure at a distorted geometry. Source: the OMol25 dataset; level of theory: ωB97M-V/def2-TZVPD.

## Properties
Net charge: +2
HOMO-LUMO gap, eV: 6.8401
Energy, a.u.: -2595.5791
Highest occupied orbital energy, eV: -13.254

Structure (XYZ):
```
84
Properties=species:S:1:pos:R:3:forces:R:3:mulliken_charge:R:1
C -0.5787 0.4429 -3.1043 0.33 -0.24 -0.14 -0.024
C 0.3956 -0.4926 -2.7179 -0.34 -0.04 0.40 0.382
C 0.3181 -1.8301 -3.1362 0.24 0.20 0.11 -0.636
C -0.6603 -2.2099 -4.0482 -0.16 0.29 -0.04 -0.784
C -1.5232 -1.2359 -4.5587 0.11 -0.20 0.08 -0.549
C -1.4844 0.0775 -4.0880 -0.20 0.04 -0.08 -1.284
P 1.6648 0.0399 -1.5303 0.31 0.35 -1.34 0.459
C 3.1295 -0.9857 -1.8726 0.10 -0.35 0.59 0.733
C 3.4017 -2.0903 -1.0472 -0.24 0.08 -0.35 -0.241
C 4.3624 -3.0251 -1.4294 0.09 0.04 0.02 -0.743
C 5.1270 -2.8138 -2.5802 -0.33 0.27 0.13 -0.534
C 4.9188 -1.6631 -3.3494 -0.10 -0.03 0.22 -0.691
C 3.9166 -0.7517 -3.0084 -0.09 -0.16 -0.03 -0.348
Bi 0.4990 -0.7563 0.6942 0.56 -0.78 0.33 1.596
P -2.0963 -0.2527 0.8154 -1.09 0.08 0.53 0.784
C -2.6399 -1.6877 -0.1607 0.20 0.00 -0.20 0.571
C -3.5848 -1.5412 -1.1823 0.21 0.02 0.39 -0.538
C -3.8639 -2.6158 -2.0217 0.06 -0.17 0.09 -0.695
C -3.2327 -3.8482 -1.8215 -0.02 0.29 0.02 -0.684
C -2.2748 -3.9937 -0.8163 -0.08 0.13 0.19 -0.983
C -1.9742 -2.9158 0.0128 0.06 0.15 -0.13 -0.588
C -2.5594 -0.5204 2.5668 0.37 -0.15 -0.01 0.611
C -2.1215 0.4174 3.5215 0.17 -0.13 -0.45 -0.374
C -2.3875 0.2130 4.8662 -0.24 -0.06 0.19 -0.731
C -3.1075 -0.9148 5.2803 0.19 -0.14 -0.65 -0.474
C -3.5171 -1.8620 4.3321 -0.08 0.15 0.21 -0.674
C -3.2515 -1.6698 2.9777 0.14 0.03 -0.20 -0.367
C -2.8674 1.2764 0.2524 0.20 0.49 -0.13 0.561
C -2.0468 2.3393 -0.1767 -0.39 -0.50 -0.05 -0.414
C -2.6313 3.4917 -0.6959 -0.06 0.07 0.05 -0.481
C -4.0255 3.6079 -0.7522 0.20 -0.18 0.05 -0.600
C -4.8396 2.5816 -0.2607 0.14 -0.08 0.08 -0.662
C -4.2675 1.4182 0.2587 0.14 0.03 -0.07 -0.527
C 2.0737 1.7570 -1.9245 -0.01 0.47 0.33 0.641
C 2.0545 2.2362 -3.2447 -0.07 0.13 0.02 -0.041
C 2.3551 3.5789 -3.4961 0.04 -0.21 0.11 -0.874
C 2.6946 4.4327 -2.4434 -0.03 -0.19 0.11 -0.582
C 2.7496 3.9443 -1.1334 0.03 0.01 -0.10 -0.643
C 2.4390 2.6135 -0.8688 -0.21 -0.22 -0.31 -0.545
H -1.5471 1.2855 3.1870 -0.19 -0.16 0.22 0.344
H -2.0411 0.9341 5.6036 -0.08 -0.12 -0.17 0.431
H -3.3246 -1.0723 6.3320 0.04 0.04 -0.15 0.424
H -4.0490 -2.7588 4.6543 0.12 0.30 -0.11 0.419
H -3.5722 -2.4077 2.2356 0.08 0.24 0.35 0.359
H -4.0747 -0.5757 -1.2999 0.13 -0.51 -0.04 0.507
H -4.5654 -2.4866 -2.8476 0.11 -0.12 0.31 0.436
H -3.4833 -4.6962 -2.4549 0.08 0.19 0.07 0.437
H -1.7598 -4.9421 -0.6691 -0.17 0.20 -0.06 0.451
H -1.1942 -3.0096 0.7753 -0.45 -0.22 -0.18 0.574
H -0.9622 2.2322 -0.0924 -0.24 0.17 -0.16 0.439
H -1.9973 4.3051 -1.0535 -0.22 -0.22 0.14 0.478
H -4.4752 4.5101 -1.1712 0.13 -0.30 0.16 0.431
H -5.9256 2.6860 -0.2778 0.34 -0.02 0.02 0.433
H -4.9019 0.6241 0.6663 0.20 0.29 -0.19 0.453
H 1.7859 1.5757 -4.0732 0.05 0.25 0.27 0.484
H 2.3254 3.9553 -4.5199 0.01 -0.13 0.32 0.427
H 2.9184 5.4831 -2.6411 -0.05 -0.36 0.05 0.429
H 3.0382 4.6044 -0.3168 -0.10 -0.15 -0.20 0.456
H 2.4531 2.2162 0.1463 0.07 0.23 -0.12 0.377
H 2.8283 -2.2234 -0.1245 0.27 -0.19 -0.31 0.177
H 4.5110 -3.9254 -0.8344 0.04 0.29 -0.07 0.415
H 5.8844 -3.5409 -2.8701 -0.19 0.21 0.06 0.408
H 5.5376 -1.4830 -4.2245 -0.15 0.00 0.13 0.426
H 3.7357 0.1224 -3.6338 0.10 -0.23 0.14 0.356
H 1.0325 -2.5600 -2.7492 -0.13 0.18 -0.22 0.448
H -0.7405 -3.2476 -4.3759 0.07 0.34 0.07 0.494
H -2.2476 -1.5226 -5.3160 0.08 0.12 0.09 0.467
H -2.1686 0.8265 -4.4880 0.13 -0.29 0.14 0.637
H -0.5961 1.4427 -2.6630 0.09 -0.24 -0.35 0.579
H -4.2922 -0.3277 -3.3718 0.21 0.88 0.15 0.236
H -3.9851 0.2943 -3.0522 -0.49 -0.56 -0.56 -0.184
C 1.4313 0.4897 2.1041 1.32 0.28 2.38 -1.924
C 2.1030 0.5192 3.1543 -2.01 0.01 -3.06 1.494
C 2.8650 0.6218 4.3174 1.12 0.19 1.46 0.531
C 2.9250 -0.4656 5.2218 -0.05 0.18 -0.11 -0.476
C 3.7007 -0.3720 6.3710 0.09 0.25 -0.15 -0.594
C 4.4592 0.7826 6.6016 -0.15 0.02 -0.21 -0.343
C 4.4255 1.8608 5.7083 -0.16 -0.12 -0.05 -0.611
C 3.6153 1.7960 4.5771 -0.06 -0.30 0.03 -0.359
H 2.3657 -1.3825 5.0153 0.14 0.39 0.04 0.393
H 3.7217 -1.2008 7.0810 0.05 0.28 -0.24 0.394
H 5.0857 0.8447 7.4842 -0.06 -0.01 -0.06 0.405
H 5.0293 2.7563 5.8930 -0.29 -0.42 -0.04 0.384
H 3.5618 2.6398 3.8829 0.02 -0.36 0.24 0.428
```
Forces are in eV/Å.


Entry 2:
C44H38AuCl5IN3O3P as an isolated structure. Source: the OMol25 dataset; level of theory: ωB97M-V/def2-TZVPD.

## Properties
Energy above the lowest of the compared OMol25 structures with the same formula, charge and spin, kcal per mole: 0.0
Net charge: +1
HOMO-LUMO gap, eV: 5.7136
Energy, a.u.: -5165.0173
Highest occupied orbital energy, eV: -10.332

Structure (XYZ):
```
96
Properties=species:S:1:pos:R:3:forces:R:3:mulliken_charge:R:1
Au -0.7665 0.6454 -0.5005 -0.33 0.08 -0.26 0.955
Cl 3.1559 -4.3654 3.9217 0.00 -0.02 -0.01 -0.133
C 2.0661 -3.1475 3.4408 0.01 0.03 0.05 0.721
C 0.9471 -2.8188 4.3595 0.07 0.01 0.02 0.611
Cl 0.8370 -3.6951 5.8147 0.00 0.00 0.00 -0.132
C 0.0398 -1.8665 4.0737 -0.03 -0.02 -0.09 -0.167
Cl -1.2506 -1.4551 5.1124 0.00 -0.01 0.01 -0.160
C 0.1291 -1.1091 2.8175 0.06 0.05 0.06 -0.150
O -0.6104 -0.2001 2.5385 -0.04 -0.04 -0.05 -0.498
C 1.2658 -1.4833 1.8391 0.03 -0.13 -0.12 0.313
O 1.3496 -0.9114 0.7843 -0.22 -0.30 0.18 -0.318
C 2.2168 -2.5287 2.2581 0.04 0.06 0.04 0.103
Cl 3.4666 -2.8865 1.1598 0.06 0.04 0.05 -0.114
I 1.6179 -0.1247 -2.5370 0.05 -0.02 0.09 0.187
C 0.2338 0.1250 -4.0880 -0.03 0.01 0.01 -0.148
C 0.6301 0.9955 -5.0665 0.01 0.01 0.00 -0.729
C -0.0364 1.0518 -6.3043 -0.01 -0.02 0.01 -0.830
C -1.0180 0.1471 -6.5646 0.01 0.00 0.01 -0.843
C -1.4441 -0.7686 -5.5717 -0.02 0.02 -0.03 0.801
C -2.3922 -1.7604 -5.9231 0.00 -0.01 0.03 -0.735
C -2.8124 -2.6782 -5.0116 0.01 0.02 -0.02 -1.265
C -2.4085 -2.5315 -3.6739 -0.02 -0.01 0.01 -0.441
C -1.5279 -1.5586 -3.2641 0.03 0.01 0.02 0.937
P -1.6019 -1.2639 -1.4518 0.15 -0.02 0.14 0.523
C -3.3835 -1.3543 -1.0819 -0.01 0.02 -0.02 0.789
C -4.0521 -2.5385 -0.7748 0.01 0.00 0.00 -0.049
C -5.4190 -2.5295 -0.5432 0.00 0.00 0.00 -0.853
C -6.1335 -1.3429 -0.6316 0.00 -0.01 0.00 -0.548
C -5.4769 -0.1618 -0.9436 0.01 0.01 -0.01 -0.714
C -4.1073 -0.1658 -1.1585 -0.01 0.00 0.02 -0.775
C -0.8615 -2.7197 -0.6529 0.06 0.02 -0.01 1.267
C 0.1526 -3.4342 -1.2806 -0.04 -0.01 -0.02 -0.670
C 0.8306 -4.4367 -0.5977 -0.03 -0.05 0.03 -1.004
C 0.4908 -4.7424 0.7105 -0.06 -0.03 -0.09 -0.721
C -0.5339 -4.0424 1.3397 -0.08 -0.03 -0.05 -0.660
C -1.1997 -3.0295 0.6667 -0.05 0.01 -0.01 -0.885
C -0.9037 -0.7226 -4.2540 0.02 0.03 0.01 0.554
H 1.5052 1.6115 -4.9100 0.00 0.00 0.00 0.452
H 0.2875 1.7588 -7.0554 0.00 0.00 0.00 0.391
H -1.4859 0.0989 -7.5396 0.00 0.00 0.00 0.384
H -2.7540 -1.7831 -6.9434 -0.01 0.00 0.00 0.391
H -3.5046 -3.4631 -5.2827 0.01 0.00 0.00 0.431
H -2.8701 -3.1774 -2.9388 0.00 0.01 0.01 0.341
H -3.5116 -3.4744 -0.7106 0.03 -0.01 0.02 0.377
H -5.9269 -3.4527 -0.2976 0.00 0.00 0.00 0.432
H -7.2008 -1.3390 -0.4544 0.00 0.00 0.00 0.412
H -6.0291 0.7660 -1.0133 0.00 0.00 0.00 0.442
H -3.5933 0.7617 -1.3829 0.00 0.00 0.00 0.326
H 0.4201 -3.2107 -2.3054 0.00 0.02 0.00 0.458
H 1.6231 -4.9810 -1.0939 0.00 0.00 0.00 0.472
H 1.0136 -5.5303 1.2376 0.01 0.00 0.01 0.478
H -0.8236 -4.2940 2.3532 -0.01 0.00 -0.01 0.587
H -1.9889 -2.4819 1.1689 -0.01 0.02 0.00 0.523
C 0.1541 7.3389 4.5696 0.00 0.02 0.01 -1.807
C 0.1628 5.9371 5.1938 -0.03 0.00 0.01 1.362
C 1.2850 5.8915 6.2380 0.02 0.00 0.01 -1.698
C -1.1743 5.7249 5.9149 -0.01 0.02 0.03 -1.689
C 0.4043 4.8423 4.0989 0.01 -0.01 -0.01 1.957
O 1.4892 5.2033 3.2609 0.00 0.00 -0.01 -0.709
C 0.6186 3.4322 4.7160 -0.01 -0.03 -0.03 -1.113
C 2.0697 2.9599 4.9022 0.01 0.03 0.00 -1.270
C 2.8076 2.6084 3.6302 0.01 0.03 0.03 -0.270
C 2.2754 1.7036 2.7182 -0.08 -0.02 0.02 1.440
C 2.9266 1.4056 1.5321 0.10 0.09 -0.12 -0.987
C 4.1422 2.0077 1.2591 0.02 0.04 0.04 0.006
Cl 4.9512 1.6449 -0.2357 -0.01 -0.01 -0.01 -0.232
C 4.7167 2.8854 2.1621 0.01 -0.02 -0.02 -0.883
C 4.0436 3.1754 3.3394 -0.04 0.02 0.02 -0.228
C -0.8100 4.8205 3.1474 -0.01 -0.04 0.01 -2.053
N -0.5780 4.0667 1.9222 0.10 -0.06 0.02 1.076
C -0.8256 2.7844 1.6807 0.00 0.02 0.08 -0.330
N -0.4108 2.4865 0.4586 -0.09 -0.14 -0.04 -0.526
C 0.0819 3.6643 -0.0185 0.12 -0.01 0.03 -0.438
N -0.0032 4.6408 0.8430 0.01 0.02 0.00 -0.976
H 0.1357 8.0845 5.3657 -0.01 0.00 0.00 0.477
H -0.7274 7.5150 3.9519 0.01 0.00 -0.01 0.376
H 1.0352 7.5187 3.9559 0.01 0.00 0.01 0.339
H 1.1379 6.6961 6.9591 0.00 0.00 0.00 0.526
H 2.2747 6.0459 5.7985 0.00 0.00 -0.01 0.330
H 1.2988 4.9532 6.7936 -0.01 0.01 0.00 0.276
H -1.2581 6.4395 6.7349 0.00 0.00 0.00 0.483
H -1.2707 4.7274 6.3466 0.00 0.01 0.00 0.280
H -2.0265 5.8986 5.2559 0.00 0.00 0.00 0.382
H 2.2593 5.4067 3.8021 0.01 -0.05 0.00 0.624
H 0.1123 2.6817 4.1052 -0.01 0.00 -0.06 0.526
H 0.1161 3.3912 5.6831 0.01 -0.01 -0.01 0.472
H 2.0370 2.0729 5.5421 -0.01 0.00 0.01 0.421
H 2.6490 3.6978 5.4593 0.01 0.00 -0.02 0.384
H 1.3236 1.2247 2.9242 0.04 0.11 -0.03 -0.102
H 2.4982 0.7141 0.8196 0.14 0.23 0.06 0.584
H 5.6733 3.3392 1.9432 0.00 0.00 0.00 0.440
H 4.4924 3.8683 4.0432 0.00 0.00 -0.01 0.444
H -1.0672 5.8277 2.8329 0.02 0.00 -0.01 0.342
H -1.6703 4.3733 3.6425 0.01 0.00 0.01 0.394
H -1.3028 2.1056 2.3673 0.03 0.00 0.00 0.785
H 0.5122 3.7760 -0.9990 -0.03 0.01 -0.01 0.472
```
Forces are in eV/Å.


> Which of these has the highest energy?

C44H37BiP2


> What is the energy in the first record?

-2595.5791 a.u.